109
Properties=species:S:1:pos:R:3 method="wB97M-V/def2-TZVPD" e_homo_ev=-11.90 total_charge=+1 total_energy_ha=-4011.94599 de_lowest_kcal_mol=0.0 homo_lumo_gap_ha=0.2900
Ca -2.10 -0.97 2.03
N -0.20 0.35 0.24
O 0.11 -0.15 1.34
O -1.45 0.36 0.03
O 0.63 0.73 -0.57
C 1.15 -5.97 4.70
C 1.20 -4.49 5.02
C 2.28 -3.70 4.29
O 1.55 -2.57 3.79
C 0.26 -2.76 3.94
O -0.55 -1.94 3.57
O -0.03 -3.87 4.58
H 0.89 -6.07 3.64
H 0.48 -6.52 5.34
H 2.15 -6.41 4.74
H 1.27 -4.31 6.09
H 2.75 -4.30 3.51
H 3.02 -3.31 4.99
C 2.31 3.53 -3.33
C 2.03 2.03 -3.37
C 0.57 1.71 -3.73
O 0.69 0.79 -4.81
C 1.97 0.79 -5.28
O 2.25 0.28 -6.31
O 2.78 1.41 -4.41
H 3.38 3.72 -3.26
H 1.90 3.93 -2.41
H 1.87 4.10 -4.14
H 2.31 1.55 -2.43
H 0.10 2.63 -4.07
H -0.01 1.26 -2.92
C 0.68 3.99 0.36
C 1.35 3.27 1.54
C 2.58 2.47 1.23
O 3.56 2.91 2.14
C 3.13 4.04 2.76
O 3.79 4.71 3.46
O 1.83 4.28 2.43
H -0.13 4.65 0.65
H 0.39 3.23 -0.36
H 1.44 4.62 -0.11
H 0.62 2.66 2.07
H 2.91 2.55 0.18
H 2.35 1.41 1.34
C -1.54 -1.08 -3.11
C -2.56 -2.20 -3.09
C -4.01 -1.65 -3.11
O -4.51 -2.11 -4.36
C -3.53 -2.74 -5.07
O -3.65 -3.08 -6.19
O -2.44 -2.94 -4.29
H -1.85 -0.32 -2.38
H -1.66 -0.52 -4.03
H -0.52 -1.39 -2.87
H -2.36 -2.87 -2.25
H -4.07 -0.58 -2.98
H -4.53 -2.15 -2.29
C 1.09 -5.49 -2.21
C -0.11 -5.51 -1.29
C 0.21 -5.94 0.16
O -0.46 -4.98 0.99
C -0.65 -3.88 0.25
O -1.02 -2.81 0.69
O -0.43 -4.12 -1.02
H 0.93 -4.82 -3.05
H 1.32 -6.50 -2.53
H 1.98 -5.11 -1.69
H -1.00 -6.01 -1.68
H 1.28 -5.91 0.40
H -0.10 -6.96 0.39
C -2.78 4.96 -0.59
C -2.71 3.45 -0.81
C -4.07 2.77 -0.65
O -4.07 1.87 -1.73
C -3.19 2.25 -2.68
O -3.11 1.70 -3.73
O -2.46 3.28 -2.22
H -3.52 5.46 -1.21
H -1.83 5.42 -0.84
H -2.87 5.25 0.46
H -1.89 3.00 -0.25
H -4.87 3.52 -0.73
H -4.10 2.32 0.34
C 3.03 -2.71 0.72
C 2.74 -1.95 -0.58
C 3.69 -0.77 -0.84
O 4.17 -1.02 -2.15
C 3.76 -2.20 -2.61
O 3.96 -2.66 -3.69
O 2.99 -2.81 -1.67
H 4.08 -2.97 0.70
H 2.48 -3.66 0.73
H 2.62 -2.22 1.60
H 1.70 -1.62 -0.66
H 4.55 -0.76 -0.16
H 3.16 0.18 -0.78
C -2.92 5.61 3.79
C -1.75 4.66 3.75
C -1.59 3.87 5.06
O -1.60 2.49 4.60
C -1.88 2.45 3.29
O -1.95 1.42 2.68
O -2.07 3.65 2.78
H -2.75 6.37 4.56
H -3.84 5.09 4.03
H -3.04 6.09 2.82
H -0.82 5.19 3.54
H -2.47 4.02 5.67
H -0.67 4.07 5.60

***

56
Properties=species:S:1:pos:R:3 method="wB97M-V/def2-TZVPD" e_homo_ev="-14.25 / -14.51" total_charge=+2 total_energy_ha=-7694.43058 s_squared=6.119 de_lowest_kcal_mol=0.0 homo_lumo_gap_ha="0.2269 / 0.2768" multiplicity=5
Mn -1.10 0.70 -0.33
N -0.98 0.48 1.83
C 0.33 0.45 2.49
C 0.44 0.45 3.87
C 1.69 0.45 4.46
C 2.83 0.44 3.68
C 2.73 0.44 2.30
C 1.47 0.44 1.69
P 1.22 0.48 -0.11
C 2.88 0.68 -0.82
C 3.73 -0.43 -0.89
C 5.04 -0.25 -1.27
C 5.52 1.02 -1.59
C 4.66 2.11 -1.53
C 3.35 1.95 -1.15
C 0.74 -1.24 -0.56
C 0.42 -2.23 0.36
C 0.15 -3.52 -0.08
C 0.16 -3.81 -1.44
C 0.47 -2.82 -2.37
C 0.76 -1.54 -1.94
H -1.50 -0.34 2.17
H -1.49 1.29 2.21
H -0.45 0.48 4.49
H 1.77 0.47 5.54
H 3.81 0.43 4.14
H 3.61 0.44 1.68
H 3.37 -1.42 -0.63
H 5.71 -1.10 -1.31
H 6.55 1.15 -1.86
H 5.03 3.09 -1.78
H 2.68 2.80 -1.10
H 0.44 -2.02 1.43
H -0.06 -4.30 0.63
H -0.07 -4.81 -1.77
H 0.49 -3.05 -3.42
H 1.03 -0.77 -2.65
C -3.32 -2.72 0.13
Se -3.17 -1.04 -0.84
C -4.58 -0.08 0.17
C -4.73 1.37 -0.23
Se -3.13 2.47 0.18
C -3.49 3.94 -1.03
H -3.18 -2.56 1.20
H -2.56 -3.39 -0.26
H -4.30 -3.14 -0.06
H -4.36 -0.19 1.24
H -5.52 -0.60 -0.05
H -5.55 1.82 0.33
H -4.92 1.48 -1.30
H -3.63 3.55 -2.04
H -2.64 4.62 -0.98
H -4.39 4.47 -0.70
S -1.47 1.22 -4.80
C -1.29 1.13 -3.24
N -1.16 1.04 -2.06

***

15
Properties=species:S:1:pos:R:3 method="wB97M-V/def2-TZVPD" e_homo_ev=-14.03 total_charge=+1 total_energy_ha=-287.14618 de_lowest_kcal_mol=31.5 homo_lumo_gap_ha=0.3928
C 1.17 1.19 -0.21
C 1.02 1.61 -1.47
N 0.37 0.08 0.31
H 1.66 1.78 0.55
H 0.94 2.69 -1.57
H 0.90 0.93 -2.29
H 1.02 -0.59 0.73
H -0.17 -0.50 -0.35
H -0.29 0.21 1.14
H -1.40 -0.28 3.16
H -2.17 0.69 2.17
O -1.39 0.13 2.28
H -1.00 -2.53 -2.11
H -0.24 -3.14 -0.97
O -0.43 -2.28 -1.37

***

23
Properties=species:S:1:pos:R:3 method="wB97M-V/def2-TZVPD" e_homo_ev=-8.09 total_energy_ha=-810.74614 homo_lumo_gap_ha=0.2956
C -1.98 0.40 0.23
C -0.85 -0.64 -1.58
C -2.95 0.75 -0.66
C -1.93 -0.31 -2.39
C -0.89 -0.40 -0.21
C 3.14 0.20 0.01
C 2.13 1.15 0.25
C 0.23 -0.64 0.71
C 0.16 -0.48 2.23
N -2.95 0.38 -1.96
N 2.22 -1.64 -0.13
N 1.18 -1.44 0.30
I 1.30 2.37 -1.17
H -1.90 0.91 1.25
H -0.11 -1.28 -1.97
H -3.89 1.27 -0.49
H -1.98 -0.54 -3.43
H 3.47 0.33 -1.02
H 3.77 -0.07 0.87
H 1.45 1.22 1.17
H 0.37 0.57 2.69
H 0.88 -1.25 2.72
H -0.88 -0.87 2.59

***

56
Properties=species:S:1:pos:R:3 method="wB97M-V/def2-TZVPD" e_homo_ev=-7.91 total_energy_ha=-1282.61255 de_lowest_kcal_mol=74.6 homo_lumo_gap_ha=0.3147 smiles="COc1ccc(CCN(C)C(=O)c2c(C)nn(-c3ccccc3)c2C)cc1OC"
C -5.29 0.86 4.42
O -4.85 1.92 3.60
C -3.71 1.82 2.86
C -3.33 3.01 2.24
C -2.22 3.09 1.43
C -1.42 1.97 1.24
C -1.78 0.79 1.88
C -2.92 0.68 2.66
O -3.31 -0.51 3.23
C -2.57 -1.67 2.94
H -3.13 -2.49 3.40
H -1.57 -1.63 3.38
H -2.49 -1.85 1.87
H -1.15 -0.08 1.74
C -0.25 1.98 0.31
H 0.16 2.99 0.22
H 0.54 1.32 0.68
C -0.66 1.51 -1.10
N -1.33 0.23 -1.09
C -0.72 -0.93 -0.73
O -1.34 -1.93 -0.42
C 0.76 -0.94 -0.79
C 1.57 -0.77 -1.90
N 2.84 -1.00 -1.49
N 2.89 -1.32 -0.19
C 1.65 -1.30 0.26
C 1.31 -1.62 1.67
H 2.15 -2.15 2.13
H 0.42 -2.25 1.69
H 1.12 -0.71 2.24
C 4.04 -1.00 -2.22
C 5.03 -1.92 -1.86
C 6.22 -1.95 -2.56
C 6.44 -1.08 -3.61
C 5.46 -0.15 -3.95
C 4.27 -0.11 -3.26
H 3.53 0.64 -3.51
H 5.64 0.54 -4.76
H 7.37 -1.10 -4.15
H 6.98 -2.66 -2.28
H 4.84 -2.59 -1.04
C 1.17 -0.54 -3.31
H 1.25 0.51 -3.60
H 0.13 -0.84 -3.44
H 1.79 -1.13 -3.99
C -2.77 0.25 -1.19
H -3.13 -0.77 -1.06
H -3.22 0.89 -0.43
H -3.07 0.61 -2.18
H 0.23 1.47 -1.73
H -1.35 2.23 -1.54
H -1.97 4.02 0.94
H -3.96 3.87 2.40
H -6.15 1.26 4.96
H -5.60 0.00 3.83
H -4.53 0.56 5.13

***

19
Properties=species:S:1:pos:R:3 method="wB97M-V/def2-TZVPD" e_homo_ev="-13.09 / -13.09" total_charge=+1 total_energy_ha=-418.54578 de_lowest_kcal_mol=159.4 homo_lumo_gap_ha="0.3409 / 0.3410"
C -0.72 -0.47 -0.66
C 0.91 1.77 -0.46
C -2.70 -0.25 0.65
C 2.33 -0.19 1.03
N 1.17 0.46 -0.94
N -0.86 -1.58 -1.35
O -1.35 0.06 0.27
O 2.09 -0.24 -0.39
H 0.80 1.78 0.54
H 1.74 2.38 -0.76
H -0.05 2.15 -0.90
H -3.47 -0.21 -0.17
H -2.85 0.29 1.56
H -2.67 -1.27 0.91
H 1.98 0.63 1.68
H 3.47 -0.24 1.14
H 1.92 -1.22 1.29
H -0.18 -1.63 -2.11
H -1.56 -2.22 -1.35

***

19
Properties=species:S:1:pos:R:3 method="wB97M-V/def2-TZVPD" e_homo_ev=-4.39 total_charge=-1 total_energy_ha=-459.98299 de_lowest_kcal_mol=42.3 homo_lumo_gap_ha=0.2979
O 2.89 2.98 0.03
C 2.34 2.02 0.54
C 1.35 1.17 -0.19
C -0.09 1.20 0.39
C -0.93 0.12 -0.35
O -1.11 -0.98 0.54
H 2.67 1.71 1.54
H 1.69 0.16 0.12
H 1.39 1.28 -1.26
H -0.11 0.94 1.44
H -0.49 2.22 0.31
H -1.93 0.50 -0.58
H -0.35 -0.27 -1.18
H -3.67 -1.94 -0.87
H -2.17 -1.85 -0.45
O -2.79 -2.10 -1.20
H -0.05 -1.70 0.53
H 0.50 -3.11 0.10
O 0.86 -2.34 0.54

***

14
Properties=species:S:1:pos:R:3 method="wB97M-V/def2-TZVPD" e_homo_ev=-7.84 total_energy_ha=-233.22144 de_lowest_kcal_mol=103.9 homo_lumo_gap_ha=0.3138
C 1.33 -0.20 0.02
C -0.03 -0.88 -0.22
C -0.61 -0.36 1.11
C -0.13 1.08 0.77
C -0.74 1.23 -0.61
C -0.74 0.04 -1.21
H 1.89 0.12 -0.87
H 1.96 -0.68 0.77
H -0.02 -1.95 -0.46
H -0.13 -0.78 2.00
H -1.70 -0.42 1.21
H 1.10 0.96 0.68
H -1.09 2.18 -1.01
H -1.07 -0.24 -2.20

***

13
Properties=species:S:1:pos:R:3 method="wB97M-V/def2-TZVPD" e_homo_ev=-8.42 total_energy_ha=-414.83513 de_lowest_kcal_mol=163.5 homo_lumo_gap_ha=0.3192 smiles="CO/C(=N/O)NO"
C 0.40 1.96 1.18
C -0.01 -0.08 -0.18
H -0.08 1.37 2.07
H 1.49 2.13 1.33
H -0.20 2.90 0.99
H -0.95 0.22 -1.82
H -1.24 -2.36 -1.36
H 0.28 -2.34 -0.34
N -0.93 -0.48 -1.08
N 0.69 -0.82 0.62
O 0.18 1.31 -0.21
O -0.45 -1.66 -1.78
O 0.83 -2.15 0.57

***

50
Properties=species:S:1:pos:R:3 method="wB97M-V/def2-TZVPD" e_homo_ev=-8.27 total_energy_ha=-1904.11181 de_lowest_kcal_mol=0.0 homo_lumo_gap_ha=0.3038 smiles="Cc1ccc2nc(N(CCCN(C)C)C(=O)c3ccc4ncsc4c3)sc2c1"
C -0.68 5.37 -3.25
C -0.33 4.34 -2.22
C 0.33 3.17 -2.58
C 0.64 2.25 -1.59
C 0.29 2.47 -0.24
C -0.38 3.64 0.11
C -0.67 4.56 -0.88
H -1.19 5.47 -0.62
H -0.64 3.81 1.14
N 0.64 1.46 0.61
C 1.23 0.50 0.01
N 1.76 -0.58 0.66
C 2.04 -1.81 0.09
O 2.78 -2.59 0.64
C 1.31 -2.14 -1.16
C -0.06 -1.96 -1.25
C -0.70 -2.35 -2.41
C 0.01 -2.94 -3.48
C 1.39 -3.14 -3.36
C 2.02 -2.76 -2.21
H 3.08 -2.91 -2.08
H 1.92 -3.60 -4.18
N -0.76 -3.27 -4.55
C -1.98 -2.97 -4.36
S -2.38 -2.24 -2.82
H -2.76 -3.15 -5.08
H -0.61 -1.51 -0.44
C 2.15 -0.40 2.06
C 1.20 -1.13 3.01
C -0.23 -0.61 2.91
N -1.02 -0.97 4.07
C -1.30 -2.39 4.13
H -1.87 -2.74 3.26
H -1.88 -2.60 5.03
H -0.37 -2.95 4.19
C -2.24 -0.19 4.14
H -2.77 -0.45 5.06
H -1.99 0.87 4.17
H -2.91 -0.38 3.28
H -0.20 0.48 2.85
H -0.70 -0.98 1.98
H 1.25 -2.20 2.79
H 1.55 -0.98 4.03
H 2.15 0.67 2.27
H 3.16 -0.80 2.17
S 1.45 0.72 -1.75
H 0.60 2.99 -3.60
H -1.75 5.55 -3.26
H -0.19 6.31 -3.02
H -0.37 5.05 -4.24

***

10
Properties=species:S:1:pos:R:3 method="wB97M-V/def2-TZVPD" e_homo_ev=-10.06 total_energy_ha=-2820.58726 de_lowest_kcal_mol=79.1 homo_lumo_gap_ha=0.3926
C 0.02 -0.80 -1.06
C -1.13 -0.11 -0.90
C 0.93 -0.09 -0.17
N 0.36 0.87 0.42
O -0.94 0.97 -0.07
Br 2.76 -0.56 0.00
H 0.18 -1.75 -1.72
H -2.07 -0.15 -1.23
H -0.21 0.70 2.75
H 0.11 0.92 1.98

***

82
Properties=species:S:1:pos:R:3 method="wB97M-V/def2-TZVPD" e_homo_ev=-3.66 total_charge=-1 total_energy_ha=-4728.13551 homo_lumo_gap_ha=0.2223
C -2.18 0.53 -4.91
C -1.98 -0.73 -4.14
O -1.91 -1.84 -4.66
O -1.93 -0.55 -2.79
C -0.66 -0.96 -2.20
C -0.19 0.03 -1.17
P 1.07 1.33 -1.87
C 2.45 2.52 -2.52
C 2.34 3.21 -3.86
C 1.82 2.41 -5.04
Br 4.20 3.87 -4.37
P -0.46 2.98 -1.34
C 0.16 4.67 -1.82
O -1.67 2.78 -2.49
H -2.99 1.11 -4.48
H -1.28 1.14 -4.86
H -2.40 0.30 -5.94
H 0.07 -1.10 -3.00
H -0.85 -1.92 -1.73
H -1.05 0.51 -0.73
H 0.35 -0.53 -0.41
H 0.46 1.14 -3.20
H 1.99 0.20 -2.07
H 1.60 1.51 -0.50
H 2.62 3.28 -1.76
H 3.37 1.94 -2.53
H 1.81 4.16 -3.81
H 1.80 1.34 -4.86
H 2.40 2.60 -5.94
H 0.80 2.72 -5.26
H 0.04 4.83 -2.89
H 1.17 4.89 -1.50
H -0.50 5.40 -1.35
H -1.28 2.88 -3.36
C 1.75 4.94 2.50
C 2.08 4.09 1.46
C 3.36 3.57 1.36
C 4.32 3.90 2.31
C 3.99 4.75 3.36
C 2.71 5.27 3.45
H 0.75 5.34 2.57
H 1.33 3.83 0.72
H 3.61 2.90 0.55
H 5.32 3.49 2.24
H 4.73 5.01 4.11
H 2.45 5.94 4.27
C -4.31 -0.83 2.60
C -5.14 -0.25 1.64
C -4.83 -0.36 0.29
C -3.69 -1.04 -0.10
C -2.86 -1.62 0.85
C -3.17 -1.51 2.20
H -4.56 -0.74 3.65
H -6.03 0.28 1.95
H -5.47 0.10 -0.45
H -3.44 -1.13 -1.15
H -1.97 -2.15 0.54
H -2.52 -1.95 2.95
C -3.35 -4.29 7.69
C -4.18 -3.72 6.74
C -3.86 -3.82 5.39
C -2.72 -4.51 5.00
C -1.90 -5.08 5.95
C -2.21 -4.97 7.30
H -3.59 -4.21 8.74
H -5.07 -3.18 7.05
H -4.51 -3.37 4.65
H -2.48 -4.59 3.95
H -1.01 -5.62 5.64
H -1.56 -5.42 8.04
C 3.37 -4.87 -0.50
C 2.22 -4.73 -1.26
C 2.09 -3.67 -2.14
C 3.11 -2.75 -2.28
C 4.27 -2.89 -1.52
C 4.40 -3.94 -0.64
H 3.48 -5.70 0.19
H 1.41 -5.45 -1.15
H 1.18 -3.56 -2.72
H 3.00 -1.92 -2.97
H 5.07 -2.16 -1.63
H 5.30 -4.04 -0.04